Entry 1:
{"formula": "C18H60N2O12", "method": "ωB97M-V with the def2-TZVPD basis set", "species": ["N", "C", "N", "O", "H", "H", "H", "H", "C", "C", "O", "H", "H", "H", "H", "H", "H", "C", "C", "O", "H", "H", "H", "H", "H", "H", "C", "C", "O", "H", "H", "H", "H", "H", "H", "C", "C", "O", "H", "H", "H", "H", "H", "H", "C", "C", "O", "H", "H", "H", "H", "H", "H", "C", "C", "O", "H", "H", "H", "H", "H", "H", "C", "O", "H", "H", "H", "H", "C", "O", "H", "H", "H", "H", "C", "O", "H", "H", "H", "H", "C", "O", "H", "H", "H", "H", "C", "O", "H", "H", "H", "H"], "xyz": [[11.80211, -19.89961, 2.00149], [13.07141, -20.05333, 2.09984], [13.83857, -19.01204, 2.01981], [13.56202, -21.32502, 2.28496], [11.15071, -20.71744, 2.00690], [11.36731, -18.96517, 2.15038], [14.92410, -19.00051, 2.04520], [13.47768, -18.10224, 2.06112], [13.65867, -10.94375, 3.17224], [14.95116, -11.48829, 3.81065], [15.42080, -12.62948, 3.17219], [13.89414, -10.45969, 2.20084], [13.17087, -10.18210, 3.82100], [12.89784, -11.68576, 3.07047], [14.71066, -11.75605, 4.76958], [15.76615, -10.73555, 3.81601], [14.97858, -13.42544, 3.53585], [9.12981, -14.87057, 4.93947], [9.84509, -13.73953, 5.60735], [10.39812, -12.95173, 4.58500], [8.69496, -15.49806, 5.68302], [9.88770, -15.45644, 4.39787], [8.35978, -14.59654, 4.17587], [10.65002, -14.05565, 6.35162], [9.10312, -13.16717, 6.20717], [9.83843, -12.18561, 4.39083], [8.69916, -18.92833, 3.07929], [9.04163, -17.60036, 2.44527], [10.41350, -17.44853, 2.51427], [9.32374, -19.83137, 2.74287], [7.67239, -19.14668, 2.91352], [8.67036, -18.78836, 4.15340], [8.51316, -16.82913, 3.01418], [8.81712, -17.52400, 1.35507], [10.62027, -16.54435, 2.30366], [13.43295, -16.78993, -1.16839], [12.37664, -15.72071, -0.97493], [11.89898, -15.43355, -2.25139], [14.18813, -16.55366, -1.94886], [12.98871, -17.77155, -1.51444], [14.00114, -17.10788, -0.27016], [12.81226, -14.76585, -0.53774], [11.52216, -16.07759, -0.30603], [12.67077, -15.22035, -2.79558], [13.56026, -15.83348, 2.41354], [13.04115, -15.58070, 3.76995], [13.94379, -14.59632, 4.24851], [13.53764, -14.89870, 1.94500], [12.98830, -16.51085, 1.82718], [14.61840, -16.18481, 2.35457], [13.04245, -16.44877, 4.41442], [12.02371, -15.13679, 3.70933], [13.78172, -14.47892, 5.17715], [14.41113, -19.68718, 5.26141], [15.42800, -18.58644, 5.27278], [16.64659, -19.34280, 5.43787], [14.49750, -20.37889, 4.42305], [13.49617, -19.20491, 5.14116], [14.40598, -20.23827, 6.24496], [15.21726, -18.01617, 6.15040], [15.33104, -17.96041, 4.36267], [17.24562, -18.86527, 5.99081], [17.05148, -15.51710, 4.47309], [18.13675, -16.41847, 4.71595], [17.40929, -15.03611, 3.56096], [17.02727, -14.70883, 5.20409], [16.03143, -15.82203, 4.29580], [18.13832, -16.97097, 3.97324], [11.06453, -17.88705, 6.19124], [10.19404, -17.28158, 7.10738], [10.50770, -18.58367, 5.47472], [11.91394, -18.39578, 6.62976], [11.38182, -17.12276, 5.50877], [9.27450, -17.47036, 6.81627], [13.41128, -15.48429, 7.68135], [14.00869, -14.47471, 6.93430], [13.74877, -16.45791, 7.43902], [12.36825, -15.50741, 7.49512], [13.52607, -15.35543, 8.77939], [13.77934, -13.60069, 7.34797], [16.06962, -14.52835, 0.56297], [17.30285, -15.07491, 0.10815], [15.92672, -13.48647, 0.26236], [15.96557, -14.58830, 1.64220], [15.24542, -15.05624, 0.10873], [18.06111, -14.72038, 0.60693], [11.09373, -13.42471, 1.41243], [10.71117, -14.78191, 1.61204], [10.90450, -13.12537, 0.41101], [12.09202, -13.19505, 1.68289], [10.51955, -12.71188, 1.92083], [9.84993, -15.02033, 1.17862]], "gap_ev": 8.61, "mol_weight_g_mol": 496.68, "homo_ev": -8.54, "total_energy_ha": -1733.9637, "e_above_lowest_kj_mol": 138.0, "smiles": "NC(N)=O.CCO.CCO.CCO.CCO.CCO.CCO.CO.CO.CO.CO.CO"}


Entry 2:
{"formula": "C21H29FN9O2S", "method": "ωB97M-V with the def2-TZVPD basis set", "species": ["O", "S", "O", "F", "C", "C", "C", "C", "C", "N", "H", "H", "H", "H", "H", "C", "C", "N", "H", "H", "H", "C", "C", "N", "H", "H", "H", "C", "C", "N", "H", "H", "H", "C", "C", "N", "H", "H", "H", "C", "C", "N", "H", "H", "H", "C", "C", "N", "H", "H", "H", "C", "C", "N", "H", "H", "H", "C", "C", "N", "H", "H", "H"], "xyz": [[3.06248, 0.07593, 1.42342], [2.42842, 1.19284, 0.72582], [2.90573, 1.22416, -0.64675], [2.64637, 2.61342, 1.46263], [0.62578, 0.80769, 0.80258], [-0.28386, 1.87334, 1.14296], [-1.71888, 1.51481, 1.23532], [-2.11020, 0.12846, 0.95108], [-1.07304, -0.85580, 0.63116], [0.28268, -0.49450, 0.54847], [0.08292, 2.91262, 1.32889], [-2.42370, 2.33061, 1.50431], [-3.18943, -0.15775, 0.99566], [-1.37031, -1.91866, 0.44327], [0.96227, -1.22674, 0.31083], [-1.85467, 6.00690, 2.54927], [-1.78122, 5.10038, 1.38340], [-1.72400, 4.39258, 0.47657], [-2.88595, 6.08757, 2.89077], [-1.24214, 5.61888, 3.35576], [-1.49494, 6.99476, 2.27262], [0.09696, -4.60970, -1.06757], [0.41996, -4.04493, 0.26606], [0.68231, -3.60332, 1.29741], [-0.12793, -5.67217, -0.97230], [-0.77029, -4.09837, -1.48754], [0.95243, -4.48379, -1.73084], [3.90084, -2.67675, -1.01377], [3.60975, -3.95654, -1.70622], [3.39452, -4.95751, -2.24940], [4.97240, -2.58555, -0.83968], [3.56726, -1.83919, -1.62731], [3.38070, -2.64799, -0.05526], [3.01376, -7.53457, -4.72433], [1.85078, -7.36046, -5.62740], [0.94944, -7.22561, -6.32552], [2.69441, -8.00727, -3.79617], [3.76498, -8.16225, -5.20317], [3.45298, -6.56439, -4.49566], [1.72071, -7.62147, 2.38820], [0.56694, -7.44573, 1.47465], [-0.32770, -7.30955, 0.76794], [1.39065, -8.09074, 3.31448], [2.47284, -8.25322, 1.91656], [2.16169, -6.65154, 2.61713], [-3.49394, 0.30988, -3.08867], [-3.62657, -0.69553, -2.00688], [-3.72939, -1.47673, -1.17033], [-4.27620, 0.15819, -3.83185], [-3.58548, 1.31369, -2.67408], [-2.52126, 0.20980, -3.56963], [-4.37402, 6.98106, -0.93888], [-4.03357, 7.53425, 0.39375], [-3.76978, 7.96398, 1.42567], [-4.60575, 5.92012, -0.85043], [-5.23984, 7.50294, -1.34548], [-3.53087, 7.10634, -1.61752], [1.69166, 8.57397, 3.76759], [1.14115, 7.20077, 3.67450], [0.71404, 6.13721, 3.60245], [2.78048, 8.53562, 3.77744], [1.36299, 9.16311, 2.91179], [1.34324, 9.05040, 4.68345]], "gap_ev": 8.12, "mol_weight_g_mol": 490.59, "charge": 1, "homo_ev": -12.90, "total_energy_ha": -1958.5633}


Entry 3:
{"formula": "C5H7N6O2S", "method": "ωB97M-V with the def2-TZVPD basis set", "species": ["N", "N", "C", "N", "N", "C", "N", "C", "O", "N", "C", "O", "C", "S", "H", "H", "H", "H", "H", "H", "H"], "xyz": [[3.38152, -1.36452, -0.58837], [3.02532, 0.10427, -0.50127], [1.83461, 0.24318, 0.00759], [1.31830, 1.48697, 0.05786], [0.15383, 1.75355, 0.82594], [-0.88977, 0.94954, 0.48655], [-2.15868, 1.35680, 0.19740], [-3.19526, 0.47089, -0.09486], [-4.29414, 0.81252, -0.37064], [-2.86966, -0.83546, -0.15236], [-1.62230, -1.35082, 0.21323], [-1.41785, -2.55767, 0.16196], [-0.56996, -0.35757, 0.45127], [0.99471, -1.04948, 0.90719], [4.08393, -1.74828, 0.01272], [3.74445, -1.64778, -1.49506], [2.59725, -1.93370, -0.30908], [1.48511, 2.23190, -0.61971], [0.17154, 2.70995, 1.15374], [-2.30239, 2.32529, 0.11207], [-3.47057, -1.59958, -0.45617]], "gap_ev": 9.15, "mol_weight_g_mol": 215.22, "charge": 1, "homo_ev": -12.52, "total_energy_ha": -1071.6483, "smiles": "[NH3+]/N=C1/NNc2[nH]c(=O)[nH]c(=O)c2S1"}


Entry 4:
{"formula": "C4H6Cl2", "method": "ωB97M-V with the def2-TZVPD basis set", "species": ["Cl", "C", "C", "C", "C", "Cl", "H", "H", "H", "H", "H", "H"], "xyz": [[1.62343, 0.93763, -0.77366], [0.38315, -0.25375, -0.89432], [-1.11008, 0.18584, -1.35567], [-1.56366, -0.95944, -0.46216], [-0.26373, -0.86540, 0.34491], [-0.38802, -0.00593, 1.90776], [0.79666, -1.13460, -1.49285], [-1.37061, 1.13678, -0.84358], [-1.37179, 0.18871, -2.40562], [-1.40697, -1.90870, -1.02943], [-2.54507, -0.92273, 0.00522], [0.22166, -1.84180, 0.69011]], "gap_ev": 11.14, "mol_weight_g_mol": 125.00, "homo_ev": -10.31, "total_energy_ha": -1076.3620, "e_above_lowest_kj_mol": 52.8, "smiles": "Cl[C@@H]1CC[C@@H]1Cl"}


Entry 5:
{"formula": "C33H28BCo2F3O8S", "method": "ωB97M-V with the def2-TZVPD basis set", "species": ["C", "C", "C", "C", "C", "B", "C", "C", "C", "C", "C", "F", "F", "F", "C", "C", "O", "C", "C", "C", "C", "C", "C", "O", "S", "H", "H", "H", "H", "H", "H", "H", "H", "H", "H", "H", "H", "H", "H", "H", "H", "H", "H", "H", "H", "H", "O", "C", "Co", "C", "O", "C", "O", "C", "C", "C", "C", "C", "C", "C", "C", "C", "Co", "C", "O", "C", "O", "C", "O", "H", "H", "H", "H", "H", "H", "H"], "xyz": [[-3.86969, 4.34181, -0.77962], [-3.08673, 3.49866, 0.11291], [-2.56230, 3.74566, 1.36991], [-1.86349, 2.58693, 1.84507], [-1.67117, 1.64827, 0.81262], [-1.07579, -0.10837, 3.43300], [0.37308, 0.47807, 3.05879], [1.39334, 0.18941, 3.99809], [2.65300, 0.79031, 3.94078], [2.94238, 1.72244, 2.95345], [4.19569, 2.56604, 2.95606], [4.59630, 2.93789, 1.69646], [3.94145, 3.73987, 3.62201], [5.27480, 1.97438, 3.54379], [2.00888, 1.98165, 1.96781], [0.78606, 1.34708, 2.02088], [-1.82927, 0.33392, 4.49680], [-3.13944, -0.29507, 4.39605], [-2.95983, -1.55994, 5.22129], [-4.16434, 0.66212, 4.95040], [-3.31955, -0.72563, 2.88318], [-3.90997, -2.12695, 2.61763], [-4.23141, 0.15989, 2.06096], [-1.91540, -0.70946, 2.47030], [-2.62529, 1.93526, -0.53639], [-4.44492, 5.06982, -0.19745], [-3.17783, 4.80393, -1.50679], [-4.53118, 3.63953, -1.31631], [-2.62739, 4.69110, 1.92523], [-1.48530, 2.55386, 2.85888], [1.12777, -0.44792, 4.83922], [3.39601, 0.53069, 4.68972], [2.23874, 2.68628, 1.17290], [0.19466, 1.77761, 1.19842], [-3.89532, -1.94190, 5.64109], [-2.48666, -2.35929, 4.61372], [-2.24648, -1.36683, 6.03275], [-5.16517, 0.22928, 4.99776], [-3.89197, 0.94414, 5.96541], [-4.21858, 1.58879, 4.37687], [-4.85459, -2.24254, 3.19369], [-4.15067, -2.22817, 1.54016], [-3.19857, -2.94256, 2.85062], [-5.25070, 0.15148, 2.50111], [-3.88663, 1.18621, 1.94843], [-4.35824, -0.24209, 1.04242], [-0.20117, -2.81832, 3.46707], [-0.64872, -2.87672, 2.38872], [-1.53784, -2.93467, 0.87633], [-1.52743, -4.47498, 0.13658], [-1.56582, -5.54577, -0.32421], [-1.84358, -1.22472, 0.03640], [-2.93808, -0.92164, -0.41403], [1.42737, -1.79629, 0.18259], [1.74243, -3.19161, 0.53060], [2.64835, -3.61880, 1.52742], [2.76460, -4.97009, 1.84727], [2.02987, -5.92880, 1.15500], [1.29026, -5.52817, 0.05078], [1.13060, -4.18131, -0.24629], [0.58895, -0.84446, -0.09238], [-0.70581, -0.22739, -0.04025], [2.24220, -0.56136, -0.97522], [3.76383, 0.09310, -0.33109], [4.84801, 0.45474, -0.11029], [1.77067, 0.24645, -2.44324], [1.63810, 0.71201, -3.48969], [3.12243, -1.76929, -1.83214], [3.83681, -2.46042, -2.42308], [3.14094, -2.84926, 2.11227], [3.41368, -5.27197, 2.66635], [2.06684, -6.98394, 1.42831], [0.78610, -6.27594, -0.54913], [0.55625, -3.82851, -1.10259], [-1.05065, 0.62684, 0.93658], [-0.73346, 0.43311, -0.92370]], "gap_ev": 5.39, "mol_weight_g_mol": 770.32, "homo_ev": -7.42, "total_energy_ha": -5364.1101, "e_above_lowest_kj_mol": 495.0}